Record 1
Entry from the Open Molecules 2025 dataset: C9H9NS in the gas phase (the ωB97M-V functional and the def2-TZVPD basis).

Maximum force (eV Å⁻¹): 3.9
E (eV): -21801.7174
2S+1: 1
LUMO (hartree): -0.0253
HOMO-LUMO gap (eV): 7.491
SMILES: C[C@@]1(S)C=c2ccccc2=N1
Energy above the lowest of the compared OMol25 structures with the same formula, charge and spin (eV): 2.242

Atoms and positions in Å:
1 C -0.848 2.027 1.932
2 C 0.537 2.251 1.656
3 C -1.485 1.040 1.238
4 C 1.286 1.517 0.856
5 C -1.106 -0.831 -0.362
6 C -0.799 0.191 0.399
7 C 0.652 0.495 0.169
8 C 0.221 -1.206 -1.147
9 C 0.511 -2.685 -1.200
10 N 1.171 -0.280 -0.710
11 S -0.284 -0.537 -2.860
12 H -1.227 2.797 2.704
13 H 0.962 3.050 2.185
14 H -2.480 0.693 1.496
15 H 2.371 1.769 0.640
16 H -1.954 -1.548 -0.346
17 H 1.216 -2.818 -2.109
18 H -0.545 -3.165 -1.173
19 H 1.001 -3.087 -0.225
20 H 0.799 0.325 -3.140

Löwdin population analysis, charges in e, atoms 1 to 5: C -0.05; C -0.10; C -0.05; C -0.03; C -0.02

Record 2
Entry from the Open Molecules 2025 dataset: 2 unconnected molecules or ions with the total composition C9H9O3S (the ωB97M-V functional and the def2-TZVPD basis).

Net charge: -1
Maximum force (eV Å⁻¹): 3.7
E (eV): -26454.7605
2S+1: 3
LUMO (spin up / spin down) (hartree): 0.1183 / 0.0818
HOMO-LUMO gap (spin up / spin down) (eV): 4.736 / 7.615

Atoms and positions in Å:
1 C 0.303 2.533 -1.862
2 C 0.080 1.216 -2.227
3 C 0.403 2.850 -0.516
4 C -0.028 0.223 -1.273
5 C 0.284 1.866 0.442
6 C 0.078 0.525 0.089
7 C 1.060 -1.666 1.054
8 C -1.545 -2.010 0.553
9 C 0.075 -0.504 1.114
10 O 1.269 -2.165 -0.081
11 O 1.521 -2.069 2.140
12 O -1.115 -2.643 -0.542
13 S -0.221 -0.044 2.794
14 H 0.399 3.304 -2.616
15 H -0.008 0.958 -3.274
16 H 0.585 3.875 -0.213
17 H -0.198 -0.792 -1.587
18 H 0.374 2.122 1.488
19 H -1.530 -2.551 1.497
20 H -2.380 -1.335 0.407
21 H -0.082 -2.656 -0.494
22 H 0.677 -1.036 3.107

Löwdin population analysis, charges in e, atoms 1 to 5: C -0.13; C -0.10; C -0.12; C -0.03; C -0.08

Record 3
Entry from the Open Molecules 2025 dataset: a molecular structure, C9H9O7Pt (the ωB97M-V functional and the def2-TZVPD basis).

Net charge: -1
Maximum force (eV Å⁻¹): 0.4
E (eV): -27058.3706
2S+1: 1
LUMO (hartree): 0.0601
HOMO-LUMO gap (eV): 6.442
Energy above the lowest of the compared OMol25 structures with the same formula, charge and spin (eV): 1.974

Atoms and positions in Å:
1 Pt 0.513 1.451 -0.080
2 O -3.372 -0.925 1.602
3 C -2.239 -0.428 1.508
4 O -1.736 0.584 2.035
5 C -1.285 -1.134 0.490
6 C -1.494 -0.469 -0.877
7 C -0.674 -1.182 -1.948
8 C 0.824 -1.040 -1.645
9 C 1.065 -0.493 -0.254
10 O -1.146 0.902 -0.808
11 C 0.219 -1.079 0.869
12 C 0.565 -0.215 2.089
13 O 0.726 -0.614 3.207
14 O 0.979 1.044 1.760
15 H -1.603 -2.173 0.386
16 H -2.558 -0.521 -1.120
17 H -0.914 -0.782 -2.935
18 H -0.970 -2.233 -1.934
19 H 1.319 -0.392 -2.371
20 H 1.323 -2.012 -1.716
21 H 2.126 -0.472 0.000
22 H 0.549 -2.095 1.103
23 O 0.749 3.899 0.179
24 C 1.948 3.605 0.166
25 O 2.360 2.402 0.021
26 H 2.728 4.372 0.273

Löwdin population analysis, charges in e, atoms 1 to 5: Pt 1.54; O -0.04; C -0.68; O -0.02; C -0.14

Record 4
Entry from the Open Molecules 2025 dataset: a molecular structure, CBr2Cl2S (the ωB97M-V functional and the def2-TZVPD basis).

Maximum force (eV Å⁻¹): 3.7
E (eV): -177000.4162
2S+1: 1
LUMO (hartree): -0.0752
HOMO-LUMO gap (eV): 8.037
Energy above the lowest of the compared OMol25 structures with the same formula, charge and spin (eV): 0.889

Atoms and positions in Å:
1 C -0.452 -0.073 -0.021
2 S 0.556 -0.573 1.318
3 Cl 0.090 -0.412 -1.737
4 Cl 2.538 -0.173 0.297
5 Br -2.081 -0.853 0.126
6 Br -0.650 2.083 0.018

Löwdin population analysis, charges in e, atoms 1 to 5: C -2.04; S 0.45; Cl 0.42; Cl 0.08; Br 0.70

Record 5
Entry from the Open Molecules 2025 dataset: 2 unconnected molecules or ions with the total composition CBr2O2 (the ωB97M-V functional and the def2-TZVPD basis).

Maximum force (eV Å⁻¹): 4.1
E (eV): -145213.2098
2S+1: 1
LUMO (hartree): -0.0324
HOMO-LUMO gap (eV): 8.089
Energy above the lowest of the compared OMol25 structures with the same formula, charge and spin (eV): 2.159

Atoms and positions in Å:
1 C -0.651 0.439 0.099
2 O -0.151 1.474 0.041
3 O 0.701 -1.057 -0.018
4 Br -2.156 -0.535 -0.060
5 Br 2.257 -0.322 -0.062

Partial atomic charges computed with the Löwdin method, in multiples of e: C -0.79; O 0.08; O -0.92; Br 0.94; Br 0.68

Record 6
Entry from the Open Molecules 2025 dataset: a molecular structure, CBr2OS (the ωB97M-V functional and the def2-TZVPD basis).

Maximum force (eV Å⁻¹): 0.5
E (eV): -153999.4288
2S+1: 1
LUMO (spin up / spin down) (hartree): -0.0563 / -0.0505
HOMO-LUMO gap (spin up / spin down) (eV): 7.523 / 7.532
Energy above the lowest of the compared OMol25 structures with the same formula, charge and spin (eV): 4.844

Atoms and positions in Å:
1 C -0.687 0.592 -0.295
2 O 1.622 -1.216 0.049
3 S 2.450 -0.011 0.255
4 Br -1.263 -1.143 0.123
5 Br -2.123 1.778 -0.132

Partial atomic charges computed with the Löwdin method, in multiples of e: C -1.06; O -0.79; S 0.71; Br 0.59; Br 0.56

Record 7
Entry from the Open Molecules 2025 dataset: 2 unconnected molecules or ions with the total composition CBr2S3 (the ωB97M-V functional and the def2-TZVPD basis).

Maximum force (eV Å⁻¹): 3.1
E (eV): -173627.1781
2S+1: 1
LUMO (hartree): -0.0545
HOMO-LUMO gap (eV): 7.891
Energy above the lowest of the compared OMol25 structures with the same formula, charge and spin (eV): 0.171

Atoms and positions in Å:
1 C 1.950 -0.069 0.048
2 S 2.002 0.166 1.566
3 S -1.440 0.178 -0.727
4 S 2.061 -0.216 -1.440
5 Br -1.429 -1.608 0.580
6 Br -3.144 1.548 -0.027

Löwdin population analysis, charges in e, atoms 1 to 5: C -1.53; S 0.73; S -0.22; S 0.76; Br 0.14

Record 8
Entry from the Open Molecules 2025 dataset: a molecular structure, CBr3O3S (the ωB97M-V functional and the def2-TZVPD basis).

Net charge: -1
Maximum force (eV Å⁻¹): 2.2
E (eV): -228141.5092
2S+1: 1
LUMO (hartree): 0.0819
HOMO-LUMO gap (eV): 7.804
Energy above the lowest of the compared OMol25 structures with the same formula, charge and spin (eV): 2.602

Atoms and positions in Å:
1 C -1.430 1.646 2.193
2 O -0.668 -1.015 -0.354
3 O 1.607 -1.296 0.197
4 O 0.717 -2.329 -1.924
5 S 0.613 -1.334 -0.887
6 Br -2.021 2.960 1.045
7 Br 1.106 0.666 -1.949
8 Br 0.076 0.702 1.680

Löwdin population analysis, charges in e, atoms 1 to 5: C -1.11; O -0.51; O -0.50; O -0.38; S 0.07

Record 9
Entry from the Open Molecules 2025 dataset: 2 unconnected molecules or ions with the total composition CBrClFO2S (the ωB97M-V functional and the def2-TZVPD basis).

Net charge: -1
Maximum force (eV Å⁻¹): 3.4
E (eV): -101247.7204
2S+1: 1
LUMO (spin up / spin down) (hartree): 0.0101 / -0.0148
HOMO-LUMO gap (spin up / spin down) (eV): 4.385 / 3.584
Energy above the lowest of the compared OMol25 structures with the same formula, charge and spin (eV): 2.832

Atoms and positions in Å:
1 C -0.267 -0.098 0.233
2 O 1.683 -0.948 -1.307
3 O 2.135 0.239 0.771
4 F -0.665 0.970 0.946
5 S 1.427 0.249 -0.516
6 Cl -4.020 1.294 -1.271
7 Br -0.294 -1.705 1.143

Löwdin population analysis, charges in e, atoms 1 to 5: C -0.68; O -0.47; O -0.45; F -0.02; S 0.67

Record 10
Entry from the Open Molecules 2025 dataset: a molecular structure, CBrF2I (the ωB97M-V functional and the def2-TZVPD basis).

Maximum force (eV Å⁻¹): 4.1
E (eV): -84610.7617
2S+1: 1
LUMO (spin up / spin down) (hartree): -0.0678 / -0.0263
HOMO-LUMO gap (spin up / spin down) (eV): 6.692 / 8.440
Energy above the lowest of the compared OMol25 structures with the same formula, charge and spin (eV): 3.641

Atoms and positions in Å:
1 C -0.482 0.263 0.093
2 F -1.385 -0.337 -0.539
3 F 1.551 -1.068 -0.981
4 Br -0.601 2.029 0.289
5 I 0.918 -0.887 1.139

Partial atomic charges computed with the Löwdin method, in multiples of e: C -1.33; F 0.00; F -0.72; Br 0.82; I 1.23

Record 11
Entry from the Open Molecules 2025 dataset: 2 unconnected molecules or ions with the total composition CBrN3O (the ωB97M-V functional and the def2-TZVPD basis).

Maximum force (eV Å⁻¹): 2.2
E (eV): -77593.8424
2S+1: 1
LUMO (hartree): 0.0121
HOMO-LUMO gap (eV): 11.351
SMILES: N#[N+][O-].N#CBr
Energy above the lowest of the compared OMol25 structures with the same formula, charge and spin (eV): 0.683

Atoms and positions in Å:
1 C 0.052 1.323 1.122
2 N -0.310 -2.306 -0.940
3 N 0.175 1.461 -0.004
4 N 0.021 -1.351 -1.410
5 O 0.285 -0.232 -1.605
6 Br -0.224 1.106 2.838

Löwdin population analysis, charges in e, atoms 1 to 5: C -0.87; N 0.21; N 0.09; N -0.30; O 0.03

Record 12
Entry from the Open Molecules 2025 dataset: a molecular structure, CBrN3O4S (the ωB97M-V functional and the def2-TZVPD basis).

Maximum force (eV Å⁻¹): 1.8
E (eV): -94566.2704
2S+1: 1
LUMO (hartree): -0.0385
HOMO-LUMO gap (eV): 9.261
Energy above the lowest of the compared OMol25 structures with the same formula, charge and spin (eV): 1.448

Atoms and positions in Å:
1 C -1.056 -1.416 1.083
2 N -1.848 -2.187 1.361
3 N 0.097 0.491 -2.008
4 N -0.144 1.053 1.477
5 O -0.378 0.112 -2.999
6 O 0.953 1.250 -1.770
7 O -0.506 -0.115 -0.821
8 O 1.465 -0.792 0.605
9 S 0.177 -0.208 0.689
10 Br 1.240 1.812 2.382

Löwdin population analysis, charges in e, atoms 1 to 5: C -0.25; N 0.18; N -0.41; N -0.72; O 0.21

Record 13
Entry from the Open Molecules 2025 dataset: 2 unconnected molecules or ions with the total composition CBrNO3 (the ωB97M-V functional and the def2-TZVPD basis).

Maximum force (eV Å⁻¹): 2.0
E (eV): -78709.1775
2S+1: 1
LUMO (spin up / spin down) (hartree): -0.0476 / -0.0790
HOMO-LUMO gap (spin up / spin down) (eV): 9.124 / 7.719
Energy above the lowest of the compared OMol25 structures with the same formula, charge and spin (eV): 1.115

Atoms and positions in Å:
1 C 0.819 1.176 0.544
2 N -0.707 -1.817 0.544
3 O 0.276 0.804 1.483
4 O -0.704 -1.882 -0.565
5 O 1.387 1.712 -0.292
6 Br -1.072 0.006 -1.714

Löwdin population analysis, charges in e, atoms 1 to 5: C -0.55; N 0.17; O 0.17; O -0.28; O 0.18

Record 14
Entry from the Open Molecules 2025 dataset: a molecular structure, CCl2FNO2 (the ωB97M-V functional and the def2-TZVPD basis).

Maximum force (eV Å⁻¹): 4.5
E (eV): -34379.5308
2S+1: 1
LUMO (hartree): -0.0494
HOMO-LUMO gap (eV): 10.713
Energy above the lowest of the compared OMol25 structures with the same formula, charge and spin (eV): 1.186

Atoms and positions in Å:
1 C 0.781 -0.110 0.073
2 N -0.700 0.244 -0.151
3 O -0.860 1.288 -0.705
4 O -1.499 -0.578 0.155
5 F 1.103 -0.501 1.726
6 Cl 1.823 1.193 -0.195
7 Cl 1.133 -1.614 -0.662

Löwdin population analysis, charges in e, atoms 1 to 5: C -1.06; N -0.46; O 0.07; O 0.12; F -0.24

Record 15
Entry from the Open Molecules 2025 dataset: a molecular structure, CCl2FNO2 (the ωB97M-V functional and the def2-TZVPD basis).

Maximum force (eV Å⁻¹): 4.3
E (eV): -34379.4549
2S+1: 1
LUMO (hartree): -0.0485
HOMO-LUMO gap (eV): 10.574
Energy above the lowest of the compared OMol25 structures with the same formula, charge and spin (eV): 1.261

Atoms and positions in Å:
1 C 0.816 -0.009 -0.042
2 N -0.680 0.041 -0.265
3 O -1.199 1.104 -0.391
4 O -1.155 -1.040 -0.194
5 F 0.696 0.058 1.704
6 Cl 1.548 1.381 -0.413
7 Cl 1.631 -1.453 -0.494

Löwdin population analysis, charges in e, atoms 1 to 5: C -1.14; N -0.47; O 0.10; O 0.09; F -0.22

Record 16
Entry from the Open Molecules 2025 dataset: 2 unconnected molecules or ions with the total composition CCl2O3S2 (the ωB97M-V functional and the def2-TZVPD basis).

Maximum force (eV Å⁻¹): 1.1
E (eV): -53894.6283
2S+1: 1
LUMO (hartree): -0.0317
HOMO-LUMO gap (eV): 9.096
Energy above the lowest of the compared OMol25 structures with the same formula, charge and spin (eV): 0.161

Atoms and positions in Å:
1 C -3.038 0.824 -0.572
2 O -3.731 0.009 -0.148
3 O -2.469 1.730 -0.998
4 O -0.055 -0.894 1.138
5 S 2.322 0.928 0.487
6 S 1.079 -0.860 0.264
7 Cl 2.614 -2.079 1.001
8 Cl 3.277 0.342 -1.172

Löwdin population analysis, charges in e, atoms 1 to 5: C -0.43; O 0.22; O 0.21; O -0.55; S 0.10

Record 17
Entry from the Open Molecules 2025 dataset: 2 unconnected molecules or ions with the total composition CCl4N2Si (the ωB97M-V functional and the def2-TZVPD basis).

Maximum force (eV Å⁻¹): 2.3
E (eV): -61984.1177
2S+1: 1
LUMO (hartree): -0.0241
HOMO-LUMO gap (eV): 8.882
SMILES: ClN=[Si](Cl)Cl.N#CCl
Energy above the lowest of the compared OMol25 structures with the same formula, charge and spin (eV): 3.550

Atoms and positions in Å:
1 C -1.772 -1.141 -0.942
2 N -0.956 -1.875 -1.309
3 N 0.342 1.546 0.315
4 Si 1.345 0.217 0.460
5 Cl -0.636 2.369 1.494
6 Cl 2.448 0.050 -1.269
7 Cl -2.700 0.129 -0.418
8 Cl 1.929 -1.295 1.668

Löwdin population analysis, charges in e, atoms 1 to 5: C -0.79; N 0.09; N -0.73; Si -0.27; Cl 0.39

Record 18
Entry from the Open Molecules 2025 dataset: 2 unconnected molecules or ions with the total composition CClF2O2S (the ωB97M-V functional and the def2-TZVPD basis).

Net charge: -1
Maximum force (eV Å⁻¹): 2.0
E (eV): -33925.0702
2S+1: 1
LUMO (hartree): 0.1350
HOMO-LUMO gap (eV): 7.565
Energy above the lowest of the compared OMol25 structures with the same formula, charge and spin (eV): 1.069

Atoms and positions in Å:
1 C -0.913 0.360 -0.085
2 O 1.892 -0.592 1.426
3 O 2.277 0.019 -0.987
4 F -1.286 0.277 -1.364
5 F -1.530 1.525 0.315
6 S 1.526 -0.704 0.013
7 Cl -1.966 -0.885 0.682

Löwdin population analysis, charges in e, atoms 1 to 5: C -0.90; O -0.52; O -0.51; F -0.11; F -0.13

Record 19
Entry from the Open Molecules 2025 dataset: a molecular structure, CClF3NO2S (the ωB97M-V functional and the def2-TZVPD basis).

Net charge: -1
Maximum force (eV Å⁻¹): 2.3
E (eV): -38128.7735
2S+1: 1
LUMO (hartree): 0.1379
HOMO-LUMO gap (eV): 7.998
Energy above the lowest of the compared OMol25 structures with the same formula, charge and spin (eV): 3.633

Atoms and positions in Å:
1 C 0.604 -0.897 0.643
2 N -0.096 0.780 -1.348
3 O -2.579 1.311 -0.531
4 O 1.488 1.473 0.425
5 F -0.270 -1.745 0.098
6 F 0.631 -1.317 1.942
7 F 1.826 -1.160 0.192
8 S 0.155 0.958 0.240
9 Cl -1.759 0.597 -1.660

Löwdin population analysis, charges in e, atoms 1 to 5: C -0.73; N -0.67; O -0.78; O -0.53; F 0.06

Record 20
Entry from the Open Molecules 2025 dataset: 2 unconnected molecules or ions with the total composition CClF3OS (the ωB97M-V functional and the def2-TZVPD basis).

Maximum force (eV Å⁻¹): 6.5
E (eV): -34589.4355
2S+1: 1
LUMO (spin up / spin down) (hartree): -0.0616 / -0.1498
HOMO-LUMO gap (spin up / spin down) (eV): 9.215 / 5.557
Energy above the lowest of the compared OMol25 structures with the same formula, charge and spin (eV): 3.914

Atoms and positions in Å:
1 C -0.471 -0.690 0.219
2 O 1.744 0.017 -0.921
3 F -1.524 -1.396 -0.118
4 F -1.010 0.368 0.854
5 F 0.185 3.089 0.163
6 S 0.420 0.135 -1.321
7 Cl 0.656 -1.524 1.124

Löwdin population analysis, charges in e, atoms 1 to 5: C -1.20; O -0.56; F 0.04; F -0.01; F -0.07